Record 1
{"formula": "C5H7N3O", "method": "wB97M-V/def2-TZVPD", "homo_ev": [-8.7, -8.7], "orbital_gap_ev": [7.6, 7.6], "relative_energy_kcal_mol": 93.7, "smiles": "[H]/N=C(\\C(N)=N/[H])[C@H]1CC1=O", "e_tot_ev": -11812.3265, "symbols": ["C", "C", "C", "N", "C", "N", "N", "C", "O", "H", "H", "H", "H", "H", "H", "H"], "coordinates": [[0.37, 1.79, -0.85], [-0.77, 1.44, 0.08], [-0.45, -1.10, -0.14], [-1.32, -1.51, 0.83], [0.83, 1.03, 0.34], [-0.50, -1.60, -1.33], [1.92, -1.11, 0.64], [0.90, -0.42, 0.30], [-1.47, 2.10, 0.79], [-2.13, -2.01, 0.47], [-1.53, -0.87, 1.59], [0.29, -1.29, -1.90], [1.67, -2.11, 0.69], [0.61, 2.84, -0.88], [0.28, 1.30, -1.81], [1.30, 1.52, 1.18]], "mulliken_charge": [-0.696, 0.505, 0.113, -0.425, -0.120, -0.734, -0.756, 0.510, -0.476, 0.263, 0.274, 0.293, 0.277, 0.305, 0.262, 0.405]}



Record 2
{"formula": "C5H7N3O", "method": "wB97M-V/def2-TZVPD", "homo_ev": -8.6, "orbital_gap_ev": 8.3, "relative_energy_kcal_mol": 181.2, "e_tot_ev": -11808.5340, "symbols": ["C", "C", "C", "C", "C", "H", "H", "H", "H", "H", "H", "H", "N", "N", "N", "O"], "coordinates": [[-1.81, -1.14, -0.39], [0.32, 0.22, -0.07], [1.90, 1.49, 0.61], [2.14, 0.09, 0.81], [1.22, -0.82, 0.40], [-1.10, 1.65, -0.07], [-2.83, -0.93, -0.43], [-0.28, -2.61, 0.24], [2.73, 1.89, -0.05], [2.07, 2.31, 1.51], [2.89, -0.22, 1.60], [1.05, -1.92, 0.84], [-1.06, -0.13, -0.38], [-1.49, -2.41, -0.22], [0.59, 1.50, 0.09], [-1.67, 1.01, -1.03]], "mulliken_charge": [0.208, 0.562, -0.543, -0.178, -0.490, 0.494, 0.411, 0.219, 0.253, 0.310, 0.301, 0.119, 0.109, -0.713, -0.538, -0.525]}



Record 3
{"formula": "C5H7N3O", "method": "wB97M-V/def2-TZVPD", "homo_ev": [-4.7, -8.6], "orbital_gap_ev": [5.4, 5.8], "relative_energy_kcal_mol": 62.5, "multiplicity": 3, "e_tot_ev": -11807.9977, "symbols": ["C", "C", "C", "C", "C", "N", "N", "N", "O", "H", "H", "H", "H", "H", "H", "H"], "coordinates": [[0.98, -0.17, -2.09], [1.54, -1.14, -1.25], [0.18, 0.61, -1.34], [0.91, -1.04, -0.04], [-0.27, 1.14, 2.08], [0.16, 0.08, -0.07], [-2.17, 0.11, 0.87], [-0.62, 0.47, 0.95], [0.84, 1.55, 2.31], [1.15, -0.06, -3.13], [2.21, -1.93, -1.53], [-0.44, 1.41, -1.82], [1.12, -1.55, 0.87], [-1.16, 1.29, 2.65], [-2.22, -0.21, -0.11], [-2.22, -0.56, 1.65]], "mulliken_charge": [-0.395, -0.526, -0.330, -0.324, 0.115, 0.253, -0.698, -0.218, -0.468, 0.443, 0.395, 0.312, 0.356, 0.411, 0.338, 0.337]}



Record 4
{"formula": "C5H7N3O2", "method": "wB97M-V/def2-TZVPD", "homo_ev": -10.1, "orbital_gap_ev": 10.2, "relative_energy_kcal_mol": 112.3, "e_tot_ev": -13859.3196, "symbols": ["N", "C", "C", "C", "C", "N", "O", "N", "C", "H", "H", "H", "H", "H", "O", "H", "H"], "coordinates": [[2.97, 0.04, -0.19], [2.05, -0.77, 0.29], [0.62, -0.35, 0.54], [-0.05, 0.37, -0.62], [-1.51, 0.55, -0.38], [-2.07, 1.71, -0.16], [-3.38, 1.48, 0.05], [-3.67, 0.16, -0.04], [-2.55, -0.43, -0.32], [0.08, -1.27, 0.81], [0.60, 0.29, 1.43], [0.39, 1.37, -0.77], [0.08, -0.20, -1.56], [-2.49, -1.51, -0.43], [2.62, -1.35, 1.31], [2.65, 0.58, -0.98], [3.66, -0.66, 1.03]], "mulliken_charge": [-0.651, 0.221, -0.183, -0.665, 0.360, -0.380, -0.035, -0.342, -0.153, 0.289, 0.288, 0.360, 0.348, 0.399, -0.601, 0.200, 0.545]}



Number 3 is which compound?
C5H7N3O